[1]
{
  "formula": "C25H25N5O4S",
  "method": "wB97M-V/def2-TZVPD",
  "symbols": ["C", "C", "C", "C", "C", "C", "C", "H", "H", "C", "N", "N", "C", "O", "C", "C", "C", "C", "C", "C", "H", "H", "H", "H", "C", "H", "H", "C", "O", "N", "H", "C", "C", "N", "C", "C", "C", "C", "H", "H", "H", "H", "H", "H", "H", "S", "O", "O", "N", "C", "H", "H", "H", "C", "H", "H", "H", "H", "H", "H"],
  "xyz": [[4.8880, 1.6965, 2.3231], [3.6041, 1.4426, 1.6112], [3.5254, 0.4790, 0.6101], [2.3623, 0.2661, -0.0921], [1.2143, 1.0031, 0.1944], [1.2629, 1.9270, 1.2346], [2.4441, 2.1469, 1.9189], [2.4683, 2.8777, 2.7142], [0.3693, 2.4577, 1.5285], [-0.0130, 0.7387, -0.5686], [-0.2514, -0.5089, -0.8215], [-1.3485, -0.8863, -1.4603], [-2.3584, -0.0440, -1.8682], [-3.3781, -0.4896, -2.3818], [-2.0788, 1.3736, -1.6750], [-2.9931, 2.3219, -2.1395], [-2.7260, 3.6634, -1.9978], [-1.5278, 4.0752, -1.4149], [-0.6205, 3.1540, -0.9438], [-0.8938, 1.7824, -1.0344], [0.3157, 3.4834, -0.5208], [-1.3076, 5.1298, -1.3373], [-3.4312, 4.3995, -2.3528], [-3.8957, 1.9676, -2.6132], [-1.5041, -2.3231, -1.6026], [-2.0341, -2.5276, -2.5351], [-0.5107, -2.7712, -1.6021], [-2.3011, -2.8616, -0.4001], [-1.7921, -3.5246, 0.4750], [-3.6025, -2.5184, -0.4518], [-3.8826, -1.8626, -1.1769], [-4.4155, -2.5347, 0.7365], [-4.4400, -1.1773, 1.4001], [-3.5922, -0.2704, 0.9342], [-3.5736, 0.9264, 1.4950], [-4.3973, 1.2894, 2.5464], [-5.2870, 0.3431, 3.0343], [-5.3112, -0.9115, 2.4534], [-5.9876, -1.6764, 2.8032], [-5.9503, 0.5820, 3.8530], [-4.3462, 2.2800, 2.9699], [-2.8630, 1.6264, 1.0731], [-5.4336, -2.8495, 0.4879], [-3.9771, -3.2657, 1.4247], [2.3183, -0.4683, -0.8771], [4.9988, -0.4967, 0.2334], [5.4385, -1.1096, 1.4534], [5.9117, 0.3575, -0.4734], [4.5602, -1.7136, -0.7929], [3.8363, -2.8342, -0.2540], [4.0488, -2.8685, 0.8114], [4.1886, -3.7576, -0.7179], [2.7544, -2.7483, -0.4064], [4.4987, -1.4755, -2.2088], [5.0465, -0.5568, -2.4027], [4.9801, -2.2978, -2.7439], [3.4694, -1.3762, -2.5737], [5.6845, 1.8554, 1.5982], [5.1659, 0.8204, 2.9070], [4.8091, 2.5599, 2.9793]],
  "forces_ev_per_a": [[0.14, 0.05, 0.23], [-0.11, 0.14, 0.13], [0.42, -0.43, -0.14], [-0.20, 0.07, -0.09], [0.44, 0.05, 0.21], [-0.04, -0.20, -0.18], [0.19, -0.11, -0.04], [0.04, 0.05, 0.08], [-0.07, 0.07, 0.00], [-0.32, -0.54, -0.20], [0.84, 0.34, 0.70], [-0.48, 0.30, -0.57], [0.10, -0.21, -0.03], [-0.11, 0.13, -0.17], [0.26, 0.36, 0.22], [-0.01, -0.11, -0.02], [-0.04, -0.07, -0.02], [0.06, 0.01, 0.05], [0.04, 0.00, 0.04], [-0.54, -0.06, -0.35], [0.03, 0.05, 0.03], [0.04, 0.07, 0.01], [-0.06, 0.05, -0.04], [-0.08, -0.02, -0.03], [-0.12, -0.40, 0.17], [0.08, 0.03, 0.08], [-0.17, 0.08, 0.01], [0.18, -0.01, -0.64], [0.23, -0.10, 0.31], [-0.71, -0.05, -0.01], [0.21, -0.10, 0.05], [0.15, -0.25, 0.00], [-0.13, 0.03, 0.16], [0.14, -0.21, -0.20], [-0.07, 0.35, 0.25], [0.00, -0.03, 0.00], [0.04, -0.05, -0.06], [0.11, 0.11, -0.07], [-0.08, -0.09, 0.04], [-0.04, 0.01, 0.06], [0.02, 0.09, 0.02], [0.03, 0.15, 0.02], [0.09, -0.01, 0.09], [-0.16, 0.05, -0.09], [-0.01, -0.13, -0.12], [0.03, -0.20, -0.32], [-0.29, -0.07, 0.01], [-0.22, 0.01, -0.14], [0.20, 0.82, 0.66], [-0.17, -0.26, 0.33], [-0.13, -0.25, 0.02], [0.01, 0.03, 0.01], [0.02, -0.01, -0.03], [0.08, 0.26, -0.35], [-0.04, -0.05, -0.27], [-0.02, 0.03, 0.03], [0.02, -0.02, 0.02], [0.10, 0.10, 0.07], [0.05, 0.06, 0.09], [0.01, 0.04, 0.00]],
  "relative_energy_ev": 2.114,
  "homo_ev": -8.5,
  "smiles": "Cc1ccc(-c2nn(CC(=O)NCc3ccccn3)c(=O)c3ccccc23)cc1S(=O)(=O)N(C)C",
  "total_energy_ha": -1940.62313,
  "homo_lumo_gap_ev": 8.52
}


[2]
{
  "formula": "C25H25N7O6ReS3",
  "method": "wB97M-V/def2-TZVPD",
  "symbols": ["Re", "O", "C", "C", "C", "C", "C", "C", "C", "O", "N", "N", "C", "C", "C", "C", "C", "C", "N", "H", "H", "H", "H", "H", "H", "H", "H", "H", "H", "C", "C", "C", "C", "C", "C", "C", "S", "O", "O", "N", "C", "C", "O", "O", "H", "H", "H", "H", "H", "H", "H", "H", "H", "S", "C", "N", "C", "N", "C", "N", "S", "H", "H", "H", "H", "H", "H"],
  "xyz": [[0.1246, 0.5206, 0.9448], [-0.3642, -4.0051, 0.7961], [0.5560, -4.2035, -0.1642], [0.7573, -5.5251, -0.5699], [1.6822, -5.8241, -1.5438], [2.4370, -4.8143, -2.1432], [2.2411, -3.5108, -1.7550], [1.3004, -3.1760, -0.7684], [1.1182, -1.7688, -0.4120], [0.2861, -1.4848, 0.5685], [1.7747, -0.8480, -1.0852], [1.4875, 0.3908, -0.5982], [2.0156, 1.4698, -1.0496], [1.5971, 2.6955, -0.3754], [2.0660, 3.9453, -0.7159], [1.6094, 5.0500, -0.0045], [0.7044, 4.8699, 1.0206], [0.2599, 3.5871, 1.3097], [0.7001, 2.5314, 0.6337], [-0.3672, -3.0618, 1.0315], [0.1680, -6.2944, -0.0904], [1.8250, -6.8547, -1.8415], [3.1692, -5.0530, -2.9013], [2.8121, -2.7109, -2.2037], [2.7348, 1.4587, -1.8595], [2.7737, 4.0506, -1.5257], [1.9645, 6.0400, -0.2563], [0.3327, 5.6982, 1.6048], [-0.4469, 3.3892, 2.1053], [-2.4735, -1.2356, -6.6376], [-2.3895, -0.5658, -5.2953], [-1.4102, -0.9226, -4.3740], [-1.3322, -0.3007, -3.1374], [-2.2419, 0.6925, -2.8141], [-3.2334, 1.0578, -3.7130], [-3.3003, 0.4290, -4.9444], [-2.1251, 1.5662, -1.2733], [-1.0937, 2.5594, -1.4456], [-3.4511, 1.9947, -0.9252], [-1.5793, 0.4533, -0.2306], [-2.5801, -0.3402, 0.4855], [-2.4494, -0.1538, 1.9991], [-3.2963, -0.4672, 2.7840], [-1.2554, 0.3354, 2.3595], [-1.7569, -2.0516, -6.7181], [-2.2667, -0.5246, -7.4392], [-3.4712, -1.6409, -6.8104], [-0.7036, -1.7060, -4.6202], [-0.5777, -0.6056, -2.4248], [-3.9510, 1.8186, -3.4374], [-4.0788, 0.7097, -5.6437], [-2.4066, -1.4049, 0.2931], [-3.5931, -0.1016, 0.1696], [3.9194, 0.1521, 3.8306], [2.6232, 0.3008, 2.9149], [1.6505, 0.4000, 2.2550], [1.9599, 0.6790, 7.0116], [1.4807, 1.8692, 6.3437], [0.4835, 1.8966, 5.4488], [-0.1076, 0.7277, 5.1536], [-0.0462, 3.3499, 4.7845], [2.6973, 0.9711, 7.7544], [2.4370, -0.0121, 6.3107], [1.1424, 0.1699, 7.5274], [1.9190, 2.7561, 6.5178], [0.3356, -0.1480, 5.3759], [-0.7968, 0.7304, 4.4136]],
  "forces_ev_per_a": [[0.48, -0.10, -0.18], [0.02, -0.04, 0.01], [-0.02, -0.01, 0.02], [-0.02, 0.02, 0.02], [-0.01, 0.01, 0.01], [0.01, 0.00, 0.00], [0.00, -0.01, -0.02], [0.02, 0.00, -0.04], [-0.05, 0.13, 0.03], [0.02, -0.08, -0.05], [0.13, -0.06, -0.12], [-0.16, 0.09, 0.03], [-0.04, -0.14, 0.05], [0.00, 0.05, 0.03], [-0.03, -0.06, 0.04], [-0.01, -0.01, 0.01], [-0.02, -0.01, 0.00], [-0.06, 0.02, 0.04], [-0.10, 0.12, -0.01], [-0.01, 0.01, -0.01], [0.00, -0.01, 0.00], [0.00, -0.01, 0.00], [0.01, 0.00, -0.01], [0.00, 0.01, 0.00], [-0.01, -0.01, -0.01], [0.00, -0.01, 0.00], [0.00, 0.00, 0.00], [-0.01, 0.00, 0.00], [0.03, 0.03, 0.04], [0.00, -0.02, -0.03], [0.00, 0.02, 0.03], [-0.01, 0.00, 0.00], [0.01, -0.03, 0.00], [-0.07, 0.00, 0.09], [-0.05, 0.02, -0.02], [0.02, 0.00, 0.01], [0.02, -0.23, -0.34], [0.11, -0.05, 0.08], [0.03, 0.03, 0.02], [0.24, 0.40, 0.49], [-0.15, -0.19, -0.10], [-0.04, 0.03, -0.21], [-0.05, -0.01, 0.05], [-0.05, 0.02, 0.14], [0.00, 0.00, 0.00], [0.00, 0.00, 0.00], [-0.01, 0.00, 0.00], [0.01, 0.00, 0.00], [0.04, 0.03, 0.01], [0.00, 0.01, 0.00], [0.00, 0.00, -0.01], [-0.07, -0.01, -0.01], [-0.02, 0.04, 0.09], [0.00, 0.02, -0.05], [0.00, -0.03, 0.15], [-0.11, 0.06, -0.16], [-0.02, -0.02, 0.00], [0.08, -0.03, 0.01], [-0.15, -0.04, 0.02], [0.01, 0.00, -0.05], [0.04, 0.15, -0.08], [0.01, -0.01, -0.01], [0.00, 0.02, 0.03], [0.00, 0.00, 0.01], [-0.01, 0.00, 0.00], [-0.03, 0.00, 0.02], [0.07, -0.06, -0.01]],
  "s2": 3.78,
  "relative_energy_ev": 0.305,
  "homo_ev": [-8.0, -8.0],
  "spin_multiplicity": 4,
  "total_energy_ha": -3075.35956,
  "homo_lumo_gap_ev": [6.49, 5.80]
}